(1)
A molecular structure, CH13NO4, computed with the ωB97M-V functional and the def2-TZVPD basis.

Summary:
LUMO level (alpha / beta) = -0.132 / -0.369 Eh
HOMO energy (alpha / beta) = -14.89 / -14.89 eV
M = 103.1 g/mol
expectation value of S² = 0.7589
relative energy (zero: lowest compared OMol25 entry of this formula, charge and spin) = 201.1 kJ/mol

ORCA input file:
```
! wB97M-V def2-TZVPD RIJCOSX def2/J DEFGRID3
* xyz 1 2
H -0.0774 0.0965 2.8957
H 0.2685 -1.6699 2.3784
C -0.4252 -0.8240 2.2939
H -1.3832 -1.2250 -2.3553
O 1.6596 0.6216 0.1292
H -2.9431 -1.5807 -2.2895
H 0.7284 -0.0362 0.6353
H -1.3230 -1.1804 2.7596
H 2.4704 0.1182 0.3125
O 0.7825 -0.0180 -2.1133
H -0.9410 0.3272 0.5439
H 1.2242 3.3666 -0.2444
O 0.2645 2.8906 -0.0633
H 0.5471 1.9751 -0.0744
H 1.4051 0.5063 -2.7241
H -0.8452 -1.0927 0.1872
H 1.0774 0.0143 -1.1433
N -0.4076 -0.5273 0.8155
O -2.0820 -1.7623 -1.9435
*
```

(2)
2 unconnected molecules or ions with the total composition HN2OP, computed with the ωB97M-V functional and the def2-TZVPD basis.

Summary:
LUMO level = -0.015 Eh
structure (SMILES) = N#N.O=P
HOMO energy = -9.48 eV
M = 76.0 g/mol
relative energy (zero: lowest compared OMol25 entry of this formula, charge and spin) = 0.0 kJ/mol

ORCA input file:
```
! wB97M-V def2-TZVPD RIJCOSX def2/J DEFGRID3
* xyz 0 1
O 0.6304 1.4830 -1.1029
N -1.8770 0.1247 -2.7111
P -0.6159 1.1378 -0.4970
N -1.9947 -0.1516 -3.7662
H -0.2961 -0.1037 0.1654
*
```

(3)
A molecular structure, C30H41BrN3O3SbTl, computed with the ωB97M-V functional and the def2-TZVPD basis.

Summary:
LUMO level = -0.133 Eh
HOMO energy = -10.49 eV
M = 897.7 g/mol
relative energy (zero: lowest compared OMol25 entry of this formula, charge and spin) = 87.1 kJ/mol

ORCA input file:
```
! wB97M-V def2-TZVPD RIJCOSX def2/J DEFGRID3
* xyz 1 1
C -0.4925 -5.2170 -0.8283
H -0.0504 3.0300 0.7714
H 0.0699 -1.1013 -4.2029
H 4.4683 0.8073 -0.2122
C -1.4308 -3.2437 -0.0406
C 2.3199 0.1162 -3.4735
H -0.9153 -2.9266 4.8101
N -1.5845 -2.2212 0.9504
H 3.3379 -2.4696 1.4554
Tl -1.9176 0.4687 0.4974
C 1.4844 2.4497 -0.6601
C -5.1411 4.7185 1.3350
H 2.6053 -2.6157 -0.0319
C 2.9368 2.9280 -0.8871
C -0.0781 -0.6862 -3.2202
H -2.9331 -6.4070 -3.1736
O 0.1025 -6.4749 -3.3820
C 0.9857 3.0348 0.6654
H 1.6826 -2.2269 1.3807
H 4.2613 -0.7304 -1.2305
C 2.5584 -1.9724 0.8624
O -2.1065 -6.7695 -3.6034
H 3.6623 -0.1691 2.5770
C -0.9126 -1.8239 4.5377
H -0.4006 0.3324 -3.2642
Sb 1.1552 0.2678 -0.5535
C -2.2069 -4.1559 -2.1018
H 3.1606 1.4027 1.9146
H -2.8292 -3.8989 -2.9073
C -1.3805 -2.5595 2.1805
H 2.8859 -2.3007 -2.0824
H -3.0936 6.4671 -0.7194
H -3.0604 -2.4890 -1.0123
C -0.6588 0.7368 3.6940
C -1.0952 -1.4960 3.1945
H -0.5302 -0.9896 6.5143
H 0.7542 3.9053 -2.1534
H 1.3561 2.3664 1.4995
H 1.9945 0.1506 2.5054
H 3.6083 2.7234 -0.0571
H -6.0567 4.7024 1.8430
C 2.9317 -0.4074 0.5650
Br -4.4905 2.6390 3.1553
C -4.7069 5.6990 0.4477
C -2.2888 -3.2048 -1.1397
H 0.3108 -5.9184 -0.8751
C 1.8427 -2.0781 -2.3785
H 2.1643 -0.2310 -4.5301
H 1.2515 -2.6492 -1.6102
H 3.4602 2.6686 -1.8224
H -0.2297 1.3203 5.7338
C -1.0252 -6.2067 -3.0278
H 2.9197 4.0207 -0.8221
C -4.1382 3.8990 1.7254
C -2.5395 4.7531 0.3656
C -1.2603 -5.1619 -1.9693
H -0.7058 -1.3397 -2.5778
C -0.4574 -4.1979 0.1058
H -1.2089 -3.5997 2.4193
H -1.5636 4.5896 -0.1015
C 2.9623 0.2842 1.9311
H 3.3774 -0.0855 -3.2215
H 5.0880 -0.6155 0.3279
C 1.3864 -0.6287 -2.5691
C 4.2355 -0.2187 -0.2261
C -0.5033 0.4657 5.0353
C 0.5371 2.9053 -1.7985
H -0.5412 1.7593 3.4003
H 0.1523 -4.2977 0.9467
O -5.6307 6.5855 -0.0333
H 2.1416 1.1635 -3.3440
H 1.6842 -2.6045 -3.3571
N -2.9025 3.7992 1.2261
H 1.3102 4.0953 1.0131
C -3.4039 5.7112 -0.0429
H 0.5946 2.2455 -2.6459
C -0.6475 -0.8522 5.4829
H -0.4856 2.9781 -1.4013
N -0.9075 -0.1988 2.7998
H -5.2288 7.2514 -0.5779
*
```

(4)
C16H28N2O6S in the gas phase, computed with the ωB97M-V functional and the def2-TZVPD basis.

Summary:
LUMO level = 0.023 Eh
structure (SMILES) = CCCOC(=O)CCCC[C@H]1SC[C@@H](NC(=O)OC)[C@H]1NC(=O)OC
HOMO energy = -8.53 eV
M = 376.5 g/mol
relative energy (zero: lowest compared OMol25 entry of this formula, charge and spin) = 21.9 kJ/mol

ORCA input file:
```
! wB97M-V def2-TZVPD RIJCOSX def2/J DEFGRID3
* xyz 0 1
N 0.4520 0.9328 1.2150
C 1.6740 -1.4762 -2.3789
H -3.3998 1.4115 -1.1444
O 2.1075 1.1883 -0.2303
H 0.0789 -2.2568 -3.6284
H -1.2095 -1.2550 1.0677
H 3.5817 2.6347 -0.1124
O 1.1230 -2.6321 2.6444
C 3.4148 1.6458 -0.5428
C -1.0794 0.1532 -1.9441
C -2.3884 1.6736 1.1595
H 0.4321 1.4312 3.1900
C -2.5973 2.1235 -1.3437
C -0.6446 -0.4444 2.9571
H -2.7855 -0.8122 3.0036
H 0.9637 -4.8547 1.2700
H -0.7578 2.1626 -2.4843
O -1.1946 -0.3457 -0.8469
C -2.0148 -0.3765 3.6404
H 3.4759 1.6817 -1.6281
O 0.1735 -3.0500 0.6331
C -1.9430 2.5489 -0.0169
H 2.0067 0.0594 -3.8569
N -0.6542 -1.4196 1.8954
H -2.3745 0.6279 0.8581
H 4.1614 0.9557 -0.1437
C 1.6910 1.4341 1.0447
H -2.0280 -0.8747 4.6060
O -0.4525 -0.4299 -2.9536
H 3.4814 -0.7324 -3.2923
H -3.0471 2.9930 -1.8251
C -1.6201 1.5044 -2.3461
H 0.0253 0.4248 0.4521
H -2.2038 3.5849 0.2069
H 2.4024 -1.5677 -4.4117
C -1.5186 1.8624 2.4017
C 0.1976 -1.6826 -2.7068
H 2.1121 -3.7609 0.4755
H 2.0952 -2.4429 -2.1000
C 1.0828 -4.1258 0.4658
S -2.4138 1.3759 3.9121
C 0.2977 -2.3766 1.8061
C -0.2545 0.9859 2.4621
H -0.3070 -2.1896 -1.8782
O 2.3354 2.0364 1.8625
C 2.4401 -0.8924 -3.5595
H 0.8452 -4.5771 -0.4945
H -3.4181 1.9321 1.4179
H 1.7543 -0.8078 -1.5198
H 0.1168 -0.7945 3.6605
H -2.0953 1.3902 -3.3226
H -1.2617 2.9165 2.5192
H -0.8587 2.5070 -0.1155
*
```

(5)
2 unconnected molecules or ions with the total composition C4H9NO, computed with the ωB97M-V functional and the def2-TZVPD basis.

Summary:
LUMO level = 0.037 Eh
structure (SMILES) = CC/N=C1/CO1.[H][H]
HOMO energy = -9.96 eV
M = 87.1 g/mol
relative energy (zero: lowest compared OMol25 entry of this formula, charge and spin) = 346.2 kJ/mol

ORCA input file:
```
! wB97M-V def2-TZVPD RIJCOSX def2/J DEFGRID3
* xyz 0 1
C -2.1005 0.4679 0.3187
H 1.0378 2.2449 -0.9825
H -1.2748 -1.4691 -0.2047
C 1.0447 -0.6773 0.1364
H 2.7058 -0.6230 1.5682
H 1.3425 2.9038 -1.1597
H -1.8743 0.3697 1.3856
H -1.9678 1.5178 0.0387
C -1.1769 -0.4173 -0.5097
H 3.1268 -1.3298 -0.0879
N 0.1971 0.0657 -0.3955
C 2.3597 -0.9959 0.6068
H -1.4552 -0.3520 -1.5678
O 1.1838 -1.8985 0.6924
H -3.1486 0.1930 0.1611
*
```

(6)
2 unconnected molecules or ions with the total composition C2H3IO, computed with the ωB97M-V functional and the def2-TZVPD basis.

Summary:
LUMO level (alpha / beta) = -0.053 / -0.064 Eh
HOMO energy (alpha / beta) = -8.55 / -8.50 eV
M = 169.9 g/mol
relative energy (zero: lowest compared OMol25 entry of this formula, charge and spin) = 336.3 kJ/mol

ORCA input file:
```
! wB97M-V def2-TZVPD RIJCOSX def2/J DEFGRID3
* xyz 0 1
H 0.5376 1.2625 1.3578
H -0.7240 -0.8436 -0.1403
C 0.7415 0.6683 0.5719
C 0.0700 -0.1281 -0.4231
H 0.3460 -0.2583 -1.4703
O 1.3082 -0.4467 0.3143
I 2.0156 2.6403 -1.3896
*
```

> Among the records above, which one has the lowest relative energy (zero: lowest compared OMol25 entry of this formula, charge and spin)?

HN2OP

> The highest relative energy (zero: lowest compared OMol25 entry of this formula, charge and spin) belongs to which entry?

C4H9NO

> Among the records above, which one has the lowest M?

HN2OP